(1)
The following is a quantum chemistry calculation of one molecule with the formula C4H6O2, from the OMol25 dataset.

Properties
SMILES string: O=C1CC(O)C1
Orbital gap in eV: 10.1829
E_LUMO in Ha: 0.0225
E_HOMO in eV: -9.6

Structure (XYZ):
```
12
C4H6O2, DFT ωB97M-V/def2-TZVPD
O -2.0702 1.5962 -0.1258
C -1.1112 0.8782 -0.0206
C -0.9347 -0.6081 0.3084
C 0.5359 -0.4604 -0.1338
O 1.5247 -0.9700 0.7215
C 0.3948 1.0729 -0.2417
H -1.0592 -0.8399 1.3741
H -1.5324 -1.3068 -0.2845
H 0.6863 -0.8987 -1.1246
H 1.9824 -1.5897 0.1513
H 0.6965 1.5108 -1.1991
H 0.8871 1.6155 0.5746
```

***

(2)
The following is a quantum chemistry calculation of one molecule with the formula C4H6O2, from the OMol25 dataset.

Properties
SMILES string: OCC#CCO
Orbital gap in eV: 10.0897
E_LUMO in Ha: 0.0232
E_HOMO in eV: -9.5

Structure (XYZ):
```
12
C4H6O2, DFT ωB97M-V/def2-TZVPD
O -1.5356 0.1855 -0.4541
C -0.7414 0.6814 -1.5807
C 0.6787 0.5440 -1.1751
C 0.7247 0.1382 -0.0140
C 0.9100 -0.3520 1.3295
O 0.4492 -1.6547 1.5820
H -1.6140 0.8667 0.2303
H -1.0079 1.7138 -1.8312
H -0.9977 0.0335 -2.4236
H 1.9985 -0.2410 1.4265
H 0.4384 0.2925 2.0796
H 0.6971 -2.2079 0.8308
```

***

Least stable structure: (2)